Below is an isolated molecule of C12H13N5S at a distorted geometry, with properties calculated with the ωB97M-V functional and the def2-TZVPD basis.

```
31
Properties=species:S:1:pos:R:3
N 1.7615 2.6949 3.5985
N 0.3473 2.6269 0.9614
N -0.0783 -0.9162 1.6780
S 1.5171 5.3100 3.8357
C 1.3136 3.7616 3.0133
C 0.0721 1.4286 1.4843
C -0.3062 -2.1391 1.1914
C -0.4773 0.7546 -2.9052
C -0.5527 -0.5228 -3.4143
C -0.1274 0.1298 0.8158
C -0.3768 0.9847 -1.5181
C -0.5243 -1.5861 -2.5357
C -0.4699 -2.4403 -0.1455
C -0.3029 -0.0871 -0.6126
C -0.4308 -1.4038 -1.1301
N 0.6413 3.7194 1.7877
N -0.4907 -2.8243 -3.1522
C -0.8274 -3.8840 -0.4887
H 2.2860 2.7809 4.4742
H 1.5016 4.7080 5.0328
H 0.1256 1.3044 2.5579
H -0.4090 -2.9278 1.9050
H -0.5154 1.5911 -3.5762
H -0.7064 -0.6874 -4.4900
H -0.4686 2.0443 -1.2217
H 0.5281 4.6505 1.3743
H 0.0436 -3.5417 -2.6515
H -0.3278 -2.7845 -4.1592
H -1.0824 -4.4135 0.4187
H -1.7121 -3.9810 -1.1482
H 0.0486 -4.3499 -0.9795
```

* total charge: 0
* molecular weight: 259.34 g mol⁻¹
* ΔE to the lowest compared entry with this formula, charge and spin: 0.0 kJ/mol
* SMILES string: [H]/N=C(\S)N/N=C/c1ncc(C)c2c(N)cccc12
* E_tot: -1136.9805 Eh
* orbital gap: 7.2 eV
* HOMO energy: -0.2736 Eh
* spin multiplicity: 1